(1)
{"formula": "C18H35N3OPPdS2Si", "method": "wB97M-V/def2-TZVPD", "symbols": ["Pd", "C", "Si", "C", "C", "C", "C", "C", "C", "N", "C", "S", "H", "H", "H", "H", "H", "H", "H", "H", "H", "H", "H", "H", "O", "C", "C", "P", "C", "C", "C", "C", "H", "H", "H", "H", "H", "H", "H", "H", "H", "H", "H", "H", "H", "H", "H", "S", "C", "N", "C", "C", "C", "N", "H", "H", "H", "H", "H", "H", "H", "H"], "positions_angstrom": [[-0.3852, -0.4749, -1.6755], [-1.5382, -5.3484, 0.9021], [-2.3770, -3.9801, 1.8538], [-4.2151, -4.4013, 1.9099], [-1.7344, -4.0742, 3.6253], [-2.2457, -2.1814, 1.3233], [-2.9393, -1.3031, 2.1604], [-2.9555, 0.0541, 1.9221], [-2.2539, 0.5167, 0.8177], [-1.5795, -0.2722, 0.0032], [-1.5604, -1.6216, 0.2288], [-0.6675, -2.7084, -0.8719], [-1.7541, -6.3036, 1.3964], [-0.4562, -5.2247, 0.8796], [-1.9035, -5.4151, -0.1217], [-4.3521, -5.4289, 2.2559], [-4.6538, -4.3086, 0.9144], [-4.7526, -3.7359, 2.5886], [-1.8269, -5.0958, 4.0023], [-2.2978, -3.4120, 4.2859], [-0.6817, -3.7850, 3.6609], [-3.4863, -1.6772, 3.0227], [-3.4923, 0.7384, 2.5655], [-2.2208, 1.5732, 0.5659], [0.6200, -0.9126, -3.1250], [2.9652, 2.1542, 1.0037], [3.3755, 0.8672, 0.2791], [1.8966, -0.1012, -0.3086], [2.7638, -1.3686, -1.3272], [3.9651, -2.0932, -0.6868], [1.1860, -0.5432, 1.3468], [2.1337, -1.1326, 2.4047], [3.8512, 2.7315, 1.2854], [2.4065, 1.9408, 1.9172], [2.3450, 2.7729, 0.3520], [4.0237, 0.2711, 0.9290], [3.9536, 1.1455, -0.6064], [3.0653, -0.8605, -2.2414], [2.0206, -2.1156, -1.5978], [4.7888, -1.4131, -0.4573], [4.3549, -2.8386, -1.3875], [3.6697, -2.6187, 0.2223], [0.4162, -1.2880, 1.1703], [0.7035, 0.3555, 1.7358], [2.5980, -2.0489, 2.0405], [1.5678, -1.3839, 3.3086], [2.9131, -0.4287, 2.7045], [-0.3571, 2.0002, -2.2683], [-0.3616, 3.6033, -2.7139], [-0.9926, 4.5648, -1.9831], [-0.8874, 5.9933, -2.2284], [-0.7070, 6.2502, -3.7120], [0.4526, 5.4143, -4.2183], [0.2584, 4.0235, -3.8479], [-1.3893, 4.2400, -1.1181], [-0.0335, 6.3940, -1.6656], [-1.7924, 6.4717, -1.8519], [-0.5240, 7.3093, -3.8965], [-1.6182, 5.9665, -4.2432], [1.3975, 5.7732, -3.7886], [0.5345, 5.4694, -5.3042], [0.7663, 3.3048, -4.3374]], "forces_ev_per_angstrom": [[0.8612, 0.0536, -1.2101], [0.0289, -0.1417, -0.0100], [-0.0482, -0.1394, 0.0964], [0.1307, 0.0440, 0.0024], [-0.0478, 0.0232, -0.1290], [-0.3211, 0.2729, 0.4157], [0.0194, -0.3403, 0.0566], [0.1278, 0.3934, -0.2261], [-0.0727, 0.4035, 0.0838], [-0.2074, -1.5735, 0.2053], [-0.5922, -1.4245, 0.5152], [-0.7528, 1.4838, 0.5340], [-0.0585, 0.0750, 0.0743], [-0.0002, 0.0642, -0.1108], [0.0923, 0.0789, -0.0485], [-0.0396, -0.0022, -0.0036], [-0.0418, -0.0048, 0.0163], [-0.0538, -0.0097, -0.0350], [0.0194, 0.0050, 0.0362], [0.0538, 0.0055, 0.0389], [-0.0016, 0.0006, 0.0461], [0.0343, -0.0739, -0.0289], [0.0186, 0.0345, -0.0324], [-0.0018, -0.0207, 0.0027], [0.2105, -0.2444, -0.7001], [0.2108, -0.1003, -0.0743], [-0.1961, 0.2815, 0.0947], [-0.1084, 1.2616, -0.5593], [0.5167, -1.1266, 1.4746], [-0.0865, 0.1340, -0.3262], [1.0512, -1.1975, 0.2830], [-0.3272, 0.1897, 0.0981], [-0.0520, 0.0478, 0.0371], [-0.0393, 0.0289, -0.0250], [-0.0688, -0.0183, 0.0585], [0.0579, -0.0079, -0.0780], [0.0229, -0.1510, -0.0388], [-0.3284, 0.1669, -0.0300], [-0.0514, 0.2540, -0.2842], [-0.0115, -0.0202, 0.1219], [0.0148, -0.0192, 0.0408], [0.0811, 0.0134, 0.0134], [0.0010, 0.1302, -0.0225], [-0.0255, 0.0677, -0.2164], [0.0615, 0.0419, 0.0320], [0.0486, -0.0253, 0.0115], [0.0769, -0.0669, -0.0558], [-0.1316, 1.3027, -0.0459], [-0.1012, -0.3399, 0.0061], [-0.1172, 0.1784, -0.1965], [0.1394, -0.2166, 0.2795], [-0.0639, -0.0507, -0.0308], [0.2353, -0.2593, 0.1158], [-0.1290, 0.1995, -0.1402], [0.0494, -0.0753, -0.0680], [-0.0301, 0.1873, -0.0874], [0.0138, 0.0456, -0.0179], [0.0322, 0.0016, 0.0230], [0.0033, -0.0188, 0.0066], [-0.0383, 0.1917, -0.0727], [0.0032, 0.0496, -0.0005], [-0.0711, -0.0432, 0.0842]], "mulliken_charge": [-0.51, -1.06, 0.20, -1.13, -1.07, 0.60, -0.49, -1.11, -0.07, -0.04, 0.43, -0.34, 0.30, 0.31, 0.35, 0.30, 0.34, 0.32, 0.32, 0.33, 0.30, 0.24, 0.36, 0.30, -1.00, -1.24, -0.80, 1.07, -0.57, -1.22, 0.39, -1.44, 0.41, 0.26, 0.22, 0.41, 0.45, 0.38, 0.37, 0.26, 0.44, 0.23, -0.51, 0.31, 0.22, 0.47, 0.32, 0.13, -0.05, -0.10, -0.60, -0.54, -0.60, -0.15, 0.16, 0.27, 0.36, 0.34, 0.29, 0.26, 0.36, 0.24], "total_charge": -1, "multiplicity": 1, "energy_ev": -68068.007, "relative_energy_ev": 5.438}

(2)
{"formula": "C18H36BrIN2O5PS", "method": "wB97M-V/def2-TZVPD", "symbols": ["C", "C", "C", "C", "P", "Br", "C", "C", "C", "I", "C", "C", "S", "C", "N", "N", "C", "O", "C", "C", "C", "O", "H", "H", "H", "H", "H", "H", "H", "H", "H", "H", "H", "H", "H", "H", "H", "H", "H", "H", "H", "H", "H", "H", "H", "H", "H", "H", "H", "H", "C", "C", "O", "C", "O", "O", "C", "H", "H", "H", "H", "H", "H", "H", "H"], "positions_angstrom": [[3.7536, -2.6904, 0.9535], [2.5698, -2.7932, 1.9568], [3.0226, -3.6288, 3.1491], [2.0933, -1.3903, 2.3626], [0.2528, -1.3829, 2.9723], [1.1130, -1.6882, 5.2933], [-0.3963, -1.4025, 1.1609], [-0.6354, -0.1498, 0.3185], [0.6166, 0.3833, -0.3772], [0.2220, 1.0160, -2.4167], [-1.5410, -1.5411, 3.6960], [-2.6002, -0.5786, 3.1900], [-4.3183, -1.2402, 3.3339], [-4.2267, -2.4073, 2.0532], [-4.5190, -2.2378, 0.7930], [-4.2758, -3.4531, 0.1661], [-3.8625, -4.2479, 1.1053], [-3.8187, -3.6736, 2.3206], [0.1773, 0.5192, 3.2622], [1.3524, 1.4236, 2.9288], [2.4104, 1.5190, 4.0214], [0.7593, 2.7698, 2.7614], [3.6434, -3.4452, 0.1755], [3.7927, -1.7288, 0.4524], [4.7018, -2.8888, 1.4435], [1.7731, -3.3125, 1.4284], [2.1755, -3.9717, 3.7308], [3.6589, -3.0281, 3.7890], [3.5851, -4.4935, 2.8021], [2.1918, -0.7709, 1.4773], [2.7660, -1.0502, 3.1401], [0.2701, -2.8346, 2.8994], [0.2940, -2.0356, 0.6054], [-1.3212, -1.9773, 1.1768], [-1.3277, -0.4247, -0.4753], [-1.1208, 0.6843, 0.8143], [0.9971, 1.2852, 0.0737], [1.3835, -0.3683, -0.4786], [-1.8360, -2.5678, 3.5013], [-1.4889, -1.4519, 4.7738], [-2.5082, -0.2626, 2.1592], [-2.6414, 0.3171, 3.8011], [-3.5757, -5.2741, 1.0062], [-0.7047, 0.9769, 2.8280], [0.0343, 0.6265, 4.3344], [1.8210, 1.2058, 1.9754], [2.7669, 2.5427, 4.0694], [1.9796, 1.2740, 4.9837], [3.2602, 0.8737, 3.8329], [1.2417, 3.2157, 2.0659], [-2.7824, 4.6311, -8.3537], [-2.1104, 5.0905, -7.0777], [-1.5768, 3.9866, -6.3365], [-0.3959, 3.5347, -6.7557], [0.2519, 3.9850, -7.6662], [-0.0489, 2.5114, -5.9834], [1.1980, 1.8996, -6.3242], [-3.5372, 3.8757, -8.1337], [-3.2640, 5.4739, -8.8499], [-2.0565, 4.1955, -9.0392], [-2.8323, 5.5548, -6.4088], [-1.3210, 5.8131, -7.2805], [1.9912, 2.6413, -6.3765], [1.1133, 1.3761, -7.2752], [1.4093, 1.1900, -5.5298]], "forces_ev_per_angstrom": [[-0.4788, -0.3519, 0.0167], [0.7308, 0.5004, -0.2978], [-0.3652, -0.1120, -0.3209], [-0.2433, -0.9363, 0.2020], [-0.5206, 0.3808, -2.0795], [0.4147, -0.1788, 1.1510], [0.0738, 0.0836, 0.4254], [-0.0282, -0.0146, -0.8137], [-0.3611, 0.0844, -0.1378], [0.0209, 0.0293, 0.0935], [0.0607, 0.2685, 0.1010], [-0.1944, -0.1853, 0.2531], [-0.0040, 0.1283, 0.0722], [-0.3802, 0.4466, -0.6490], [0.2302, -0.1986, 0.7011], [0.3126, -0.4504, 0.7822], [-0.3496, 0.5032, -0.6326], [0.0748, -0.1954, -0.3575], [0.5689, -0.0924, 0.5085], [-0.4304, 1.0812, 0.0278], [-0.0443, 0.0944, -0.1383], [-0.0861, -0.4416, 0.1202], [0.0759, -0.1519, -0.1028], [0.0809, 0.2157, -0.0351], [0.2301, 0.1999, 0.1159], [-0.3047, -0.1163, 0.0621], [-0.0752, -0.0072, 0.2261], [0.1602, 0.0606, 0.2061], [0.0861, -0.2099, -0.0134], [-0.0901, 0.3664, -0.0001], [0.0414, 0.3423, 0.1038], [0.0546, 0.0332, 0.2378], [0.1545, -0.0916, -0.0780], [-0.2112, -0.0395, 0.0791], [-0.1761, -0.1390, -0.0508], [-0.0105, 0.0295, 0.3464], [0.2585, 0.0734, 0.1359], [0.2171, -0.0864, -0.0317], [0.0756, -0.2135, -0.2257], [0.0122, 0.0184, 0.2169], [0.0766, -0.0549, -0.1795], [-0.0137, 0.2029, 0.0693], [0.0863, -0.2145, 0.0415], [-0.0779, -0.2237, -0.4285], [-0.1527, -0.0993, 0.2106], [0.0669, -0.3083, -0.1009], [0.1467, 0.2010, -0.0662], [0.0136, -0.1486, 0.2226], [0.0780, -0.2075, 0.0700], [0.1895, 0.1425, -0.0887], [0.0602, -0.1578, -0.0242], [-0.1587, 0.2323, -0.1141], [-0.0189, -0.0191, 0.0403], [0.0058, 0.0262, 0.1098], [0.0301, -0.0001, -0.0952], [-0.0018, -0.0478, 0.0142], [0.1026, -0.1269, 0.0774], [-0.0474, 0.0492, 0.0208], [-0.0077, 0.0188, 0.0121], [0.0334, 0.0470, -0.0008], [0.0075, -0.0799, 0.0758], [0.0678, -0.0664, -0.0218], [-0.0163, 0.0379, -0.0513], [0.0155, 0.0598, -0.0441], [-0.0660, 0.0091, 0.0307]], "mulliken_charge": [-1.62, 1.37, -1.85, -1.33, 0.75, -0.46, -0.90, -0.87, -1.06, 0.02, -1.00, -0.54, -0.25, 0.55, -0.30, -0.39, 0.02, -0.25, -1.64, 0.60, -1.61, -0.58, 0.34, 0.40, 0.40, 0.20, 0.34, 0.32, 0.53, -0.11, 0.47, 0.03, 0.80, 0.03, 0.86, 0.25, 0.31, 0.32, 0.53, 0.55, 0.00, 0.41, 0.42, 0.48, 0.96, 0.09, 0.47, 0.26, 0.30, 0.40, -1.08, -0.20, -0.33, 0.73, -0.57, -0.24, -0.64, 0.29, 0.35, 0.31, 0.29, 0.31, 0.32, 0.29, 0.16], "total_charge": -1, "multiplicity": 1, "energy_ev": -130734.592}